{
  "formula": "C18H36FNO6S",
  "method": "ωB97M-V/def2-TZVPD",
  "homo_ev": -9.24,
  "e_tot_ha": -1711.6623,
  "orbital_gap_ev": 9.6642,
  "elements": ["C", "C", "C", "C", "C", "C", "C", "C", "C", "O", "O", "S", "O", "O", "O", "C", "F", "C", "C", "C", "C", "C", "H", "H", "H", "H", "H", "H", "H", "H", "H", "H", "H", "H", "H", "H", "H", "H", "H", "H", "H", "H", "H", "H", "H", "H", "H", "H", "H", "H", "H", "C", "O", "N", "C", "C", "H", "H", "H", "H", "H", "H", "H"],
  "coordinates": [[5.662, -1.932, -0.413], [4.768, -2.232, -1.641], [4.099, -0.958, -2.215], [2.589, -1.091, -2.419], [1.932, 0.260, -2.779], [0.424, 0.276, -2.475], [-0.008, 0.646, -1.047], [0.596, -0.044, 0.170], [2.057, 0.331, 0.506], [2.830, -0.845, 0.728], [0.444, 2.060, -0.923], [-0.698, 2.947, -0.238], [-0.340, 3.460, 1.039], [-1.169, 3.978, -1.082], [-1.766, 1.741, 0.050], [-1.522, 0.807, -1.010], [-2.026, 1.480, -2.114], [-2.464, -0.382, -0.828], [-2.557, -0.918, 0.630], [-2.202, -1.558, -1.781], [-3.513, -2.378, -1.940], [-4.097, -2.274, -3.353], [6.713, -2.127, -0.632], [5.585, -0.905, -0.072], [5.392, -2.603, 0.399], [4.032, -2.991, -1.388], [5.412, -2.636, -2.421], [4.556, -0.743, -3.183], [4.306, -0.109, -1.564], [2.096, -1.576, -1.581], [2.437, -1.738, -3.287], [2.475, 1.116, -2.385], [2.009, 0.330, -3.864], [0.015, -0.668, -2.823], [-0.008, 1.048, -3.109], [0.493, -1.127, 0.144], [-0.005, 0.277, 1.021], [2.054, 0.879, 1.450], [2.536, 0.967, -0.226], [2.498, -1.270, 1.531], [-3.454, -0.012, -1.078], [-1.737, -0.618, 1.272], [-2.553, -2.004, 0.592], [-3.473, -0.570, 1.097], [-1.379, -2.201, -1.470], [-1.985, -1.162, -2.773], [-4.261, -2.009, -1.241], [-3.291, -3.424, -1.739], [-5.139, -2.590, -3.336], [-4.088, -1.254, -3.738], [-3.539, -2.920, -4.028], [-2.567, 1.204, 5.014], [-3.014, 0.777, 3.965], [-1.812, 2.312, 5.136], [-1.308, 2.762, 6.416], [-1.496, 3.077, 3.938], [-2.749, 0.697, 5.978], [-1.684, 3.764, 6.631], [-0.216, 2.789, 6.395], [-1.628, 2.088, 7.209], [-2.418, 3.415, 3.466], [-0.963, 2.446, 3.230], [-0.881, 3.936, 4.193]]
}

---

{
  "formula": "C18H36N2O4PbS4Si2Te",
  "method": "ωB97M-V/def2-TZVPD",
  "e_above_lowest_kj_mol": 171.10,
  "homo_ev": -7.50,
  "e_tot_ha": -3750.5588,
  "orbital_gap_ev": 5.2650,
  "elements": ["Pb", "S", "C", "C", "C", "C", "C", "C", "S", "H", "H", "H", "H", "N", "N", "C", "O", "O", "H", "H", "H", "C", "Si", "C", "C", "C", "Te", "C", "Si", "C", "C", "C", "H", "H", "H", "H", "H", "H", "H", "H", "H", "H", "H", "H", "H", "H", "H", "H", "H", "H", "H", "H", "H", "H", "C", "O", "H", "H", "H", "H", "C", "O", "C", "S", "S", "H", "H", "H"],
  "coordinates": [[-0.011, -0.853, -1.101], [0.760, -3.284, -0.892], [2.381, -3.035, -0.223], [3.224, -4.150, -0.239], [4.499, -4.100, 0.289], [4.967, -2.915, 0.841], [4.153, -1.800, 0.850], [2.857, -1.837, 0.328], [1.936, -0.327, 0.451], [2.852, -5.065, -0.682], [5.128, -4.979, 0.261], [5.967, -2.858, 1.249], [4.514, -0.867, 1.264], [-0.905, 1.036, 1.940], [-1.835, 2.064, 1.658], [-2.254, 2.182, 0.315], [-2.608, 3.251, -0.108], [-2.271, 1.049, -0.354], [-0.864, 0.896, 2.946], [0.024, 1.277, 1.577], [-1.587, 2.977, 2.022], [-5.441, -2.698, 1.461], [-5.317, -1.861, -0.218], [-5.995, -0.123, -0.101], [-6.208, -2.893, -1.491], [-3.487, -1.702, -0.730], [-2.445, -0.751, 0.868], [-1.579, -2.575, 1.621], [-0.994, -2.515, 3.417], [-1.085, -4.269, 4.059], [0.758, -1.890, 3.488], [-2.160, -1.441, 4.429], [-6.481, -2.681, 1.794], [-4.857, -2.187, 2.232], [-5.121, -3.741, 1.428], [-6.976, -0.112, 0.375], [-6.094, 0.330, -1.089], [-5.337, 0.524, 0.485], [-7.272, -2.968, -1.262], [-5.800, -3.904, -1.524], [-6.110, -2.458, -2.486], [-3.415, -1.038, -1.592], [-2.997, -2.650, -0.950], [-0.794, -2.933, 0.952], [-2.447, -3.235, 1.511], [-0.475, -4.936, 3.448], [-2.111, -4.642, 4.046], [-0.720, -4.328, 5.085], [1.418, -2.588, 2.969], [1.101, -1.808, 4.520], [0.888, -0.923, 2.999], [-3.124, -1.942, 4.545], [-2.358, -0.462, 3.983], [-1.759, -1.273, 5.430], [1.425, 3.726, 0.682], [0.785, 2.535, 0.256], [1.218, 4.556, 0.002], [2.504, 3.590, 0.779], [1.021, 3.977, 1.661], [1.217, 2.188, -0.535], [2.137, 3.165, -2.891], [1.494, 1.893, -2.748], [1.884, 0.936, -3.602], [3.051, 1.124, -4.737], [1.076, -0.584, -3.465], [1.649, 3.824, -2.179], [2.008, 3.541, -3.903], [3.201, 3.078, -2.674]]
}

---

{
  "formula": "C18H36N7ORh",
  "method": "ωB97M-V/def2-TZVPD",
  "e_above_lowest_kj_mol": 33.23,
  "homo_ev": [-21.11, -21.09],
  "e_tot_ha": -1275.0196,
  "spin_multiplicity": 5,
  "total_charge": 4,
  "orbital_gap_ev": [10.0572, 5.8341],
  "elements": ["Rh", "C", "C", "N", "C", "C", "N", "C", "C", "N", "H", "H", "H", "H", "H", "H", "H", "H", "H", "H", "H", "H", "H", "H", "H", "C", "C", "O", "N", "C", "C", "C", "C", "C", "C", "N", "H", "H", "H", "H", "H", "H", "H", "H", "H", "H", "N", "C", "C", "N", "C", "C", "H", "H", "H", "H", "H", "H", "H", "H", "H", "H", "H"],
  "coordinates": [[0.070, 0.537, -0.094], [-0.744, 3.568, 1.014], [-0.796, 3.588, -0.521], [0.222, 2.758, -1.167], [1.617, 3.220, -1.154], [2.278, 3.066, 0.220], [2.080, 1.728, 0.755], [1.881, 1.571, 2.180], [0.555, 2.221, 2.643], [-0.439, 2.236, 1.559], [-1.722, 3.912, 1.372], [-0.015, 4.296, 1.371], [-0.719, 4.636, -0.848], [-1.769, 3.226, -0.865], [-0.067, 2.695, -2.143], [1.681, 4.276, -1.447], [2.177, 2.641, -1.895], [1.892, 3.808, 0.914], [3.349, 3.270, 0.088], [2.784, 1.078, 0.409], [2.710, 2.010, 2.758], [1.893, 0.499, 2.401], [0.746, 3.238, 2.996], [0.179, 1.668, 3.505], [-1.311, 1.802, 1.866], [3.965, -1.399, -2.005], [2.579, -0.849, -2.026], [1.982, -0.547, -0.974], [2.045, -0.680, -3.236], [0.806, 0.029, -3.452], [-0.415, -0.756, -3.032], [-0.895, -1.807, -3.810], [-2.070, -2.432, -3.435], [-2.764, -1.973, -2.325], [-2.216, -0.932, -1.593], [-1.050, -0.380, -1.923], [4.546, -0.975, -1.190], [4.470, -1.196, -2.947], [3.945, -2.480, -1.862], [2.574, -0.991, -4.041], [0.724, 0.293, -4.510], [0.822, 0.944, -2.846], [-0.355, -2.114, -4.692], [-2.461, -3.242, -4.037], [-3.715, -2.400, -2.044], [-2.740, -0.503, -0.745], [-2.264, -3.566, 2.955], [-2.566, -2.170, 3.368], [-2.312, -1.194, 2.212], [-0.940, -1.280, 1.690], [-0.698, -2.664, 1.258], [-0.888, -3.673, 2.397], [-2.959, -3.897, 2.269], [-2.363, -4.193, 3.769], [-1.931, -1.924, 4.225], [-3.610, -2.096, 3.681], [-2.524, -0.188, 2.578], [-3.007, -1.407, 1.396], [-0.295, -1.083, 2.459], [0.326, -2.755, 0.891], [-1.383, -2.891, 0.435], [-0.173, -3.489, 3.206], [-0.723, -4.685, 2.022]]
}

---

{
  "formula": "C18H36NO10S2",
  "method": "ωB97M-V/def2-TZVPD",
  "homo_ev": -12.17,
  "e_tot_ha": -2310.6901,
  "total_charge": 1,
  "orbital_gap_ev": 9.3140,
  "elements": ["C", "C", "O", "C", "O", "C", "C", "C", "N", "O", "C", "C", "O", "C", "C", "O", "O", "H", "H", "H", "H", "H", "H", "H", "H", "H", "H", "H", "H", "H", "H", "H", "H", "H", "H", "H", "H", "C", "C", "C", "S", "O", "O", "C", "H", "H", "H", "H", "H", "H", "H", "H", "C", "C", "C", "S", "O", "O", "C", "H", "H", "H", "H", "H", "H", "H", "H"],
  "coordinates": [[-3.348, 0.626, 1.934], [-3.262, 0.030, 0.525], [-1.972, 0.246, -0.105], [-1.790, 1.463, -0.628], [-2.571, 2.378, -0.494], [-0.516, 1.590, -1.437], [0.441, 2.656, -0.880], [1.479, 2.136, 0.100], [1.136, 2.319, 1.563], [0.005, 1.538, 1.846], [0.807, 3.757, 1.918], [-0.690, 4.070, 2.036], [-0.789, 5.462, 1.769], [2.320, 1.862, 2.365], [2.009, 1.716, 3.857], [1.062, 2.206, 4.389], [2.866, 0.904, 4.506], [-4.221, 1.273, 2.033], [-3.440, -0.172, 2.674], [-2.464, 1.219, 2.160], [-4.045, 0.420, -0.123], [-3.378, -1.051, 0.570], [-0.051, 0.621, -1.605], [-0.853, 1.952, -2.414], [-0.192, 3.458, -0.496], [1.002, 3.082, -1.712], [2.463, 2.584, -0.056], [1.597, 1.055, -0.036], [0.287, 0.608, 1.877], [1.311, 4.006, 2.848], [1.226, 4.373, 1.120], [-1.050, 3.822, 3.036], [-1.273, 3.521, 1.296], [-1.263, 5.901, 2.484], [2.648, 0.904, 1.952], [3.125, 2.585, 2.208], [3.758, 0.947, 4.130], [-2.026, -5.956, 2.300], [-1.632, -5.569, 0.868], [-2.923, -5.226, 0.115], [-4.081, -4.631, 1.358], [-5.181, -5.552, 1.445], [-4.325, -3.221, 1.171], [-3.006, -4.885, 2.768], [-1.161, -6.016, 2.958], [-2.516, -6.931, 2.301], [-0.976, -4.696, 0.893], [-1.092, -6.370, 0.367], [-2.791, -4.446, -0.630], [-3.375, -6.102, -0.344], [-3.614, -5.177, 3.621], [-2.504, -3.939, 2.971], [4.042, -0.756, -4.947], [3.209, 0.208, -5.801], [2.074, 0.737, -4.915], [2.702, 0.699, -3.232], [1.941, -0.252, -2.453], [2.888, 2.047, -2.741], [4.285, -0.035, -3.624], [4.982, -1.017, -5.429], [3.487, -1.680, -4.772], [3.834, 1.038, -6.135], [2.810, -0.279, -6.688], [1.790, 1.760, -5.150], [1.198, 0.091, -4.944], [4.582, -0.689, -2.807], [5.000, 0.779, -3.736]]
}

---

{
  "formula": "C18H36O18",
  "method": "ωB97M-V/def2-TZVPD",
  "e_above_lowest_kj_mol": 976.56,
  "homo_ev": -10.18,
  "e_tot_ha": -2061.4453,
  "orbital_gap_ev": 10.7566,
  "elements": ["C", "O", "C", "O", "O", "C", "H", "H", "H", "H", "H", "H", "C", "O", "C", "O", "O", "C", "H", "H", "H", "H", "H", "H", "C", "O", "C", "O", "O", "C", "H", "H", "H", "H", "H", "H", "C", "O", "C", "O", "O", "C", "H", "H", "H", "H", "H", "H", "C", "O", "C", "O", "O", "C", "H", "H", "H", "H", "H", "H", "C", "O", "C", "O", "O", "C", "H", "H", "H", "H", "H", "H"],
  "coordinates": [[1.901, -3.727, 1.336], [1.083, -3.493, 0.241], [0.536, -2.252, 0.057], [1.003, -1.213, 0.645], [-0.370, -2.232, -0.896], [-1.086, -0.971, -1.072], [2.421, -2.907, 1.965], [2.788, -4.281, 1.137], [1.466, -4.458, 1.929], [-0.504, -0.070, -1.163], [-1.701, -0.963, -0.120], [-1.706, -1.143, -1.906], [-5.231, -6.771, 0.128], [-4.024, -6.846, -0.635], [-3.165, -5.810, -0.840], [-3.294, -4.759, -0.168], [-2.346, -6.008, -1.808], [-1.414, -4.942, -2.001], [-5.583, -5.730, 0.153], [-4.950, -6.878, 1.230], [-5.874, -7.623, -0.116], [-1.875, -4.072, -2.465], [-0.547, -5.059, -2.704], [-0.981, -4.599, -0.941], [3.892, -0.535, -1.001], [4.411, -0.182, -2.183], [4.557, 1.116, -2.550], [4.275, 1.989, -1.789], [5.292, 1.284, -3.744], [5.415, 2.598, -4.249], [4.186, 0.089, -0.293], [4.171, -1.731, -0.933], [2.692, -0.274, -1.055], [6.167, 3.166, -3.962], [4.585, 3.157, -4.172], [5.957, 2.600, -5.233], [-2.510, 1.898, 6.078], [-1.638, 0.819, 5.925], [-1.534, 0.024, 4.821], [-2.382, 0.096, 3.945], [-0.433, -0.720, 4.853], [-0.488, -1.818, 3.914], [-2.555, 2.392, 5.122], [-1.836, 2.622, 6.449], [-3.397, 1.894, 6.593], [-1.270, -2.361, 4.046], [0.450, -2.255, 4.150], [-0.601, -1.251, 2.961], [-2.289, 2.788, -1.784], [-1.060, 3.263, -2.341], [-0.443, 2.601, -3.259], [-0.817, 1.420, -3.452], [0.650, 3.140, -3.652], [1.563, 2.532, -4.508], [-3.136, 3.263, -2.334], [-2.108, 3.268, -0.967], [-2.357, 1.669, -1.423], [1.971, 1.720, -3.876], [2.391, 3.217, -4.705], [1.399, 1.824, -5.279], [-1.552, 5.713, 2.387], [-1.268, 4.519, 2.014], [-0.093, 4.317, 1.387], [0.690, 5.182, 1.102], [0.454, 3.030, 1.447], [1.426, 2.562, 0.563], [-0.756, 6.192, 2.934], [-2.345, 5.931, 3.151], [-1.803, 6.532, 1.600], [2.470, 3.118, 0.877], [1.484, 2.787, -0.438], [1.574, 1.602, 0.878]]
}

---

{
  "formula": "C18H36O22S5",
  "method": "ωB97M-V/def2-TZVPD",
  "e_above_lowest_kj_mol": 0.00,
  "homo_ev": -9.67,
  "e_tot_ha": -4353.5279,
  "orbital_gap_ev": 9.7731,
  "elements": ["C", "C", "C", "O", "C", "H", "H", "H", "H", "H", "H", "H", "H", "C", "C", "C", "O", "C", "H", "H", "H", "H", "H", "H", "H", "H", "C", "C", "O", "S", "O", "O", "O", "H", "H", "H", "H", "C", "C", "O", "S", "O", "O", "O", "H", "H", "H", "H", "C", "C", "O", "S", "O", "O", "O", "H", "H", "H", "H", "C", "C", "O", "S", "O", "O", "O", "H", "H", "H", "H", "C", "C", "O", "S", "O", "O", "O", "H", "H", "H", "H"],
  "coordinates": [[-19.255, -12.296, 6.225], [-19.200, -11.520, 4.891], [-19.041, -12.652, 3.839], [-19.029, -13.896, 4.530], [-18.671, -13.656, 5.873], [-20.312, -12.331, 6.494], [-18.680, -11.783, 6.991], [-18.309, -10.894, 4.875], [-20.115, -10.996, 4.635], [-18.087, -12.576, 3.299], [-19.818, -12.644, 3.075], [-17.585, -13.622, 6.043], [-19.076, -14.444, 6.507], [-14.401, -12.078, 2.360], [-15.178, -11.747, 3.626], [-15.107, -10.220, 3.574], [-15.236, -9.900, 2.191], [-14.928, -11.031, 1.377], [-14.534, -13.103, 2.008], [-13.335, -11.979, 2.572], [-14.670, -12.141, 4.513], [-16.205, -12.091, 3.746], [-14.139, -9.914, 3.982], [-15.916, -9.727, 4.112], [-14.203, -10.853, 0.590], [-15.858, -11.416, 0.943], [-10.447, -13.372, 7.205], [-9.496, -12.216, 6.826], [-10.330, -11.134, 6.405], [-11.693, -11.687, 5.804], [-11.461, -12.023, 4.452], [-12.784, -10.887, 6.183], [-11.733, -13.018, 6.661], [-10.602, -13.482, 8.274], [-10.123, -14.315, 6.772], [-8.838, -12.504, 6.011], [-8.961, -11.892, 7.713], [-14.713, -13.192, 8.107], [-13.948, -12.366, 9.154], [-14.904, -11.986, 10.142], [-16.354, -12.549, 9.780], [-17.031, -11.630, 8.948], [-16.955, -13.025, 10.960], [-15.815, -13.728, 8.856], [-14.042, -13.976, 7.772], [-15.119, -12.601, 7.289], [-13.523, -11.498, 8.651], [-13.189, -12.971, 9.646], [-16.591, -16.849, 3.112], [-16.039, -15.447, 3.296], [-15.771, -15.356, 4.693], [-15.325, -16.760, 5.264], [-15.961, -16.939, 6.520], [-13.921, -16.909, 5.177], [-16.053, -17.645, 4.166], [-16.380, -17.283, 2.137], [-17.677, -16.797, 3.214], [-16.767, -14.701, 2.986], [-15.108, -15.199, 2.780], [-17.376, -9.172, 0.165], [-18.404, -8.052, 0.119], [-19.273, -8.429, -0.964], [-18.457, -9.192, -2.088], [-18.048, -8.295, -3.107], [-19.172, -10.351, -2.444], [-17.190, -9.545, -1.203], [-17.751, -10.001, 0.765], [-16.436, -8.825, 0.580], [-18.024, -7.037, 0.018], [-19.016, -8.103, 1.019], [-15.717, -6.254, -2.679], [-15.143, -7.178, -3.752], [-14.593, -8.303, -3.082], [-14.117, -7.873, -1.639], [-12.853, -7.265, -1.723], [-14.378, -8.928, -0.744], [-15.248, -6.786, -1.423], [-16.804, -6.286, -2.622], [-15.399, -5.217, -2.773], [-14.353, -6.665, -4.315], [-15.844, -7.490, -4.522]]
}